{"formula": "CH4N2PS", "method": "ωB97M-V/def2-TZVPD", "spin_multiplicity": 1, "total_charge": 1, "e_lumo_ev": -7.44, "homo_energy_ha": -0.474, "e_above_lowest_kcal_mol": 51.7, "species": ["C", "N", "N", "P", "S", "H", "H", "H", "H"], "positions_angstrom": [[-1.0277, -0.3788, 0.0432], [0.1436, -0.8406, -0.0916], [-1.4114, 0.8820, 0.0106], [3.1214, 1.0219, -0.0100], [3.8515, -0.7045, 0.0052], [-2.0015, -0.9372, 0.0725], [0.4455, -1.7541, 0.1798], [-2.3374, 1.1095, -0.4182], [-0.7841, 1.6018, 0.2085]], "forces_ev_per_angstrom": [[-2.023, -2.436, -0.664], [1.616, 2.009, 0.624], [-1.925, 1.148, -0.864], [0.424, -2.866, -0.010], [-0.795, 2.447, -0.028], [1.138, -0.738, 0.106], [-0.845, -0.679, -0.075], [1.401, -0.218, 1.030], [1.009, 1.333, -0.119]], "mulliken_charge": [0.067, -0.484, -0.364, 0.668, 0.217, 0.269, 0.220, 0.246, 0.161]}